20
Properties=species:S:1:pos:R:3:lowdin_charge:R:1 method="wB97M-V/def2-TZVPD" multiplicity=1 total_energy_ev=-9943.227 fmax_ev_per_a=1.77 relative_energy_kcal_mol=22.4 lumo_energy_ev=0.737 e_homo_ev=-9.24
C -0.039 0.078 -0.324 -0.235
N 0.014 -0.563 0.983 -0.060
C 0.545 0.259 2.032 -0.298
O 1.930 0.621 1.861 -0.073
C -0.107 -0.979 -1.449 -0.241
C 1.128 -1.007 -2.349 -0.115
H -0.958 0.676 -0.427 0.096
H 0.829 0.732 -0.392 0.115
H -0.871 -0.950 1.282 0.121
H 0.500 -0.233 3.002 0.119
H 0.056 1.237 2.106 0.110
H 2.297 -0.036 1.258 0.075
H -1.018 -0.857 -2.027 0.098
H -0.117 -1.939 -0.927 0.099
H 1.216 -0.034 -2.852 0.071
H 2.016 -1.020 -1.720 0.070
H 1.094 -1.727 -3.158 0.066
H -3.503 2.129 0.711 0.039
H -2.072 1.883 1.007 0.001
O -2.941 1.729 1.384 -0.058



20
Properties=species:S:1:pos:R:3:lowdin_charge:R:1 method="wB97M-V/def2-TZVPD" multiplicity=1 total_energy_ev=-9942.668 fmax_ev_per_a=2.44 relative_energy_kcal_mol=35.2 lumo_energy_ev=0.762 e_homo_ev=-9.14
C 0.966 0.054 -0.463 -0.235
N -0.026 0.770 0.379 -0.102
C -0.868 0.238 1.424 -0.298
O -2.245 0.365 1.153 -0.035
C 0.397 -0.763 -1.584 -0.249
C -0.555 -1.943 -1.262 -0.088
H 1.640 0.831 -0.832 0.116
H 1.687 -0.499 0.176 0.135
H -0.594 1.272 -0.301 0.128
H -0.618 0.655 2.397 0.118
H -0.642 -0.836 1.494 0.122
H -2.371 1.320 1.089 0.090
H 1.223 -1.215 -2.143 0.102
H -0.099 -0.125 -2.358 0.115
H 0.042 -2.711 -0.759 0.073
H -1.149 -1.695 -0.402 0.039
H -1.059 -2.363 -2.117 0.070
H 1.303 2.967 1.203 0.021
H 1.350 1.441 1.162 0.000
O 1.618 2.236 1.743 -0.122



20
Properties=species:S:1:pos:R:3:lowdin_charge:R:1 method="wB97M-V/def2-TZVPD" multiplicity=1 total_energy_ev=-9942.973 fmax_ev_per_a=1.44 relative_energy_kcal_mol=28.2 lumo_energy_ev=0.814 e_homo_ev=-8.29
C 0.687 -0.100 -1.682 -0.125
N 0.954 -0.830 -0.463 -0.098
C -0.008 -2.063 1.410 -0.073
C 0.333 -0.692 0.846 -0.392
C -0.964 0.141 0.724 -0.217
O -1.369 0.685 1.982 -0.064
H 1.433 -0.368 -2.411 0.078
H 0.807 0.968 -1.483 0.051
H -0.321 -0.232 -2.087 0.080
H 1.419 -1.716 -0.619 0.103
H -0.479 -1.961 2.399 0.079
H 0.838 -2.746 1.536 0.074
H -0.715 -2.590 0.749 0.084
H 0.984 -0.197 1.563 0.131
H -0.747 0.971 0.073 0.095
H -1.736 -0.527 0.368 0.122
H -2.072 0.126 2.346 0.088
H 0.629 4.434 -1.828 0.035
H 0.261 3.012 -1.377 0.011
O 0.065 3.686 -2.047 -0.062



20
Properties=species:S:1:pos:R:3:lowdin_charge:R:1 method="wB97M-V/def2-TZVPD" multiplicity=1 total_energy_ev=-9943.181 fmax_ev_per_a=1.62 relative_energy_kcal_mol=23.4 lumo_energy_ev=0.566 e_homo_ev=-7.50
C -0.431 0.269 -2.237 -0.054
C -1.484 0.334 -1.136 -0.360
C -1.238 0.947 0.010 -0.198
N 0.014 1.373 0.499 0.032
C -2.919 0.023 -1.476 -0.085
H 0.450 0.797 -1.893 0.059
H -0.290 -0.772 -2.508 0.072
H -0.843 0.825 -3.076 0.074
H -2.039 1.391 0.602 0.115
H 0.002 1.471 1.508 0.057
H 0.750 0.722 0.267 0.063
H -3.063 0.108 -2.554 0.066
H -3.266 -0.963 -1.172 0.070
H -3.568 0.796 -1.075 0.068
H 2.146 -0.148 2.416 0.030
H 1.563 0.263 3.828 0.039
O 1.365 -0.143 2.981 -0.056
H 2.917 -2.541 1.280 0.037
H 3.390 -2.828 -0.081 0.039
O 3.279 -2.072 0.513 -0.070



20
Properties=species:S:1:pos:R:3:lowdin_charge:R:1 method="wB97M-V/def2-TZVPD" multiplicity=1 total_energy_ev=-9943.264 fmax_ev_per_a=1.35 relative_energy_kcal_mol=21.5 lumo_energy_ev=0.570 e_homo_ev=-8.19
C -1.244 -1.281 2.083 -0.107
N -0.719 1.380 0.925 0.086
C -0.496 0.190 0.195 -0.399
C -0.797 -1.010 0.678 -0.141
C 0.153 0.408 -1.133 -0.059
H -1.545 -0.391 2.638 0.059
H -2.142 -1.897 2.094 0.067
H -0.476 -1.769 2.691 0.073
H -0.436 1.394 1.890 0.080
H -0.444 2.214 0.425 0.064
H -0.651 -1.898 0.068 0.086
H 0.230 1.468 -1.346 0.057
H -0.355 -0.053 -1.995 0.075
H 1.106 -0.112 -1.210 0.083
H 1.851 2.769 0.352 0.029
H 2.803 2.769 -0.868 0.044
O 1.974 3.126 -0.534 -0.059
H 0.187 -2.949 -1.764 0.024
H 0.424 -1.705 -2.594 -0.007
O 0.578 -2.656 -2.596 -0.055



20
Properties=species:S:1:pos:R:3:lowdin_charge:R:1 method="wB97M-V/def2-TZVPD" multiplicity=1 total_energy_ev=-9941.701 fmax_ev_per_a=4.53 relative_energy_kcal_mol=57.5 lumo_energy_ev=0.625 e_homo_ev=-8.99
C -0.987 -2.575 2.333 -0.127
C -1.509 -1.472 1.449 -0.351
N -0.366 -0.614 1.101 -0.104
C -0.698 0.384 0.011 -0.190
C 0.391 1.486 -0.122 -0.215
O 0.069 2.381 -1.240 -0.101
H -0.204 -3.010 1.800 0.031
H -0.935 -2.378 3.420 0.084
H -1.678 -3.545 2.241 0.114
H -2.171 -1.865 0.452 0.165
H -2.191 -0.951 2.070 0.077
H 0.343 -1.335 0.932 0.093
H -0.795 -0.146 -1.042 0.143
H -1.718 0.759 0.363 0.131
H 1.348 1.008 -0.326 0.114
H 0.306 2.105 0.665 0.070
H 0.464 3.242 -1.087 0.068
H 4.167 1.849 -4.485 0.032
H 2.911 2.560 -3.845 0.069
O 3.254 2.118 -4.691 -0.102